*A*
Below is C3H3NO3 in the gas phase, with properties calculated with the ωB97M-V functional and the def2-TZVPD basis.

XYZ file:
```
10
Properties=species:S:1:pos:R:3:nbo_charge:R:1
N 1.48153 0.55067 -0.12478 -0.569
O 0.28589 -0.98065 2.02760 -0.550
H 0.07468 2.25534 -1.36739 0.141
C 0.28154 0.30950 -0.40912 0.423
H 1.91461 -0.19679 0.41996 0.370
C -0.51136 1.33950 -1.17113 0.365
C -0.37800 -1.38073 1.11692 0.651
H -1.03829 -2.25578 1.13774 0.138
O -0.45580 -0.82429 -0.12049 -0.506
O -1.65479 1.18321 -1.50933 -0.463
```

Computed properties:
HOMO level in eV: -10.66
LUMO energy in eV: -0.3990
SMILES: [H]/N=C(/C=O)OC=O
Frontier orbital gap in eV: 10.265

=====

*B*
Below is C3H3NO3 in the gas phase, with properties calculated with the ωB97M-V functional and the def2-TZVPD basis.

XYZ file:
```
10
Properties=species:S:1:pos:R:3:nbo_charge:R:1
O -0.53566 0.90808 -0.06413 -0.450
C 0.85420 1.02773 -0.02109 0.143
H 0.69886 -2.03239 -0.59394 0.207
C 0.89978 -1.23914 0.12820 -0.083
C -1.06204 -0.30501 0.00176 0.624
N 1.56055 -0.07780 -0.03893 0.000
H -2.96745 0.13396 0.15416 0.507
H 1.25236 2.00214 0.01668 0.213
O -2.33144 -0.51889 -0.06703 -0.649
O 2.82091 -0.10270 -0.01921 -0.513
```

Computed properties:
HOMO level in eV: -8.23
LUMO energy in eV: -0.0859
Frontier orbital gap in eV: 8.146

=====

*C*
Below is C3H3NO3 in the gas phase, with properties calculated with the ωB97M-V functional and the def2-TZVPD basis.

XYZ file:
```
10
Properties=species:S:1:pos:R:3:nbo_charge:R:1
C -1.14873 -0.20691 0.17437 0.616
N -0.57542 0.99778 0.32148 -0.342
O 2.29269 -0.31670 -0.18527 -0.528
O -2.34790 -0.31956 -0.27190 -0.573
H -1.26669 1.66998 -0.23274 0.405
C 0.00718 -1.20943 0.17275 -0.624
O 0.66991 1.14241 -0.14827 -0.300
H -0.01751 -1.85130 -0.95094 0.307
H 0.52819 -1.77093 1.07062 0.304
C 1.11929 -0.09722 0.10391 0.734
```

Computed properties:
HOMO level in eV: -10.28
LUMO energy in eV: -0.2345
SMILES: O=C1CC(=O)ON1
Frontier orbital gap in eV: 10.046

=====

*D*
Below is C3H3NO3 in the gas phase, with properties calculated with the ωB97M-V functional and the def2-TZVPD basis.

XYZ file:
```
10
Properties=species:S:1:pos:R:3:nbo_charge:R:1
H 0.75616 1.96756 -0.17934 0.169
O 2.23013 0.10370 -0.31418 -0.489
C -0.14194 1.41688 0.00722 0.513
H -0.42885 -1.81321 0.27922 0.068
O -1.15902 2.09424 -0.07052 -0.475
H 1.05968 -1.62904 0.43428 0.150
C 1.23394 -0.55791 -0.02630 0.557
N -0.08550 0.02272 0.20549 -0.550
C -1.09309 -0.80186 -0.04809 0.566
O -2.37150 -0.80308 -0.28779 -0.509
```

Computed properties:
HOMO level in eV: -10.57
LUMO energy in eV: -0.5710
SMILES: O=CN(C=O)C=O
Frontier orbital gap in eV: 9.998

=====

Energetically preferred structure: *A* | next structure: +0.0567 hartree

=====

*A*
Below is C3H3NO3 as an isolated structure, with properties calculated with the ωB97M-V functional and the def2-TZVPD basis.

XYZ file:
```
10
Properties=species:S:1:pos:R:3:nbo_charge:R:1
H -2.09718 0.98253 0.48162 0.260
O 0.32094 -1.20471 0.13937 -0.331
C -1.68555 0.18403 -0.05955 -0.718
N 1.70597 -1.09801 0.24782 -0.312
H -1.88690 -0.78522 0.43270 0.255
O 0.57226 0.99170 -0.10901 -0.514
O 3.09150 0.73871 -0.11181 -0.497
C -0.24959 0.09922 -0.03574 0.795
C 2.19081 0.04049 0.06505 0.800
H -1.96226 0.05125 -1.05046 0.261
```

Computed properties:
HOMO level in eV: -9.70
LUMO energy in eV: 0.5284
Frontier orbital gap in eV: 10.231

=====

*B*
Below is C3H3NO3 in the gas phase, with properties calculated with the ωB97M-V functional and the def2-TZVPD basis.

XYZ file:
```
10
Properties=species:S:1:pos:R:3:nbo_charge:R:1
O 4.10979 -1.25072 -0.00038 -0.310
N 4.62162 -0.18867 0.00022 0.733
C 1.27600 0.35195 -0.00449 -0.040
C -0.13506 0.05843 0.00079 -0.682
H -0.56830 0.30222 0.96994 0.236
O 3.70595 0.94776 -0.00044 -0.370
C 2.43551 0.66641 0.00218 0.247
H -0.64031 0.63367 -0.77386 0.239
H -0.27853 -1.00302 -0.19594 0.244
O 5.74704 0.14970 0.00048 -0.297
```

Computed properties:
HOMO level in eV: -9.76
LUMO energy in eV: 0.2054
SMILES: CC#CO[N+](=O)[O-]
Frontier orbital gap in eV: 9.968

=====

Energetically preferred structure: *A* | next structure: +0.1492 hartree